Entry 1:
# C25H50Br4O21

A 9-piece molecular cluster, C25H50Br4O21 overall in a non-equilibrium geometry (ωB97M-V with the def2-TZVPD basis set, the OMol25 dataset).

Results
molar mass = 1006.3 g mol⁻¹
HOMO level = -9.85 eV
largest force on an atom = 0.0430 hartree/bohr
SMILES = COC(=O)OC.COC(=O)OC.COC(=O)OC.COC(=O)OC.COC(=O)OC.COC(=O)OC.COC(=O)OC.BrCCBr.BrCCBr
relative energy (zero: lowest compared OMol25 entry of this formula, charge and spin) = 40.4 kcal/mol
net charge = 0
lowest unoccupied orbital energy = 0.293 eV

Each line ends with the Mulliken charge.
Atoms and positions in Å:
Br 0.834 0.714 -4.200  -0.096
C 0.409 2.182 -5.491  -0.634
C 0.843 3.561 -4.995  -0.082
Br -0.152 5.006 -5.897  -0.144
H -0.660 2.013 -5.536  0.366
H 0.859 1.940 -6.448  0.371
H 1.875 3.786 -5.237  0.299
H 0.635 3.689 -3.937  -0.060
Br -3.893 1.032 1.055  -0.031
C -5.208 1.003 -0.407  -0.715
C -4.903 -0.066 -1.422  -0.530
Br -3.358 0.512 -2.432  -0.121
H -5.101 2.010 -0.796  0.312
H -6.198 0.922 0.038  0.366
H -5.760 -0.220 -2.081  0.372
H -4.704 -1.058 -1.023  0.338
C -1.478 0.848 3.705  -0.151
O -0.474 1.512 4.426  -0.369
C 0.455 0.735 4.959  0.902
O 0.440 -0.466 5.008  -0.560
O 1.366 1.497 5.540  -0.378
C 2.512 0.943 6.126  -0.701
H -2.179 0.391 4.413  0.383
H -1.126 0.113 2.984  -0.108
H -2.076 1.579 3.162  0.130
H 2.858 1.477 7.004  0.274
H 3.355 0.906 5.428  0.270
H 2.341 -0.117 6.330  0.317
C -4.692 6.805 -0.464  -0.607
O -3.342 6.376 -0.256  -0.340
C -2.585 5.943 -1.248  0.872
O -1.410 5.799 -1.202  -0.558
O -3.307 5.823 -2.369  -0.362
C -2.636 5.786 -3.614  -0.665
H -4.871 7.245 -1.439  0.309
H -4.817 7.498 0.365  0.254
H -5.406 5.997 -0.298  0.235
H -3.339 6.047 -4.402  0.338
H -2.102 4.850 -3.747  0.143
H -1.891 6.586 -3.685  0.389
C 4.746 6.249 1.326  -0.685
O 5.004 6.163 -0.052  -0.345
C 4.311 5.250 -0.731  0.902
O 3.613 4.391 -0.283  -0.554
O 4.647 5.401 -2.011  -0.346
C 4.327 4.344 -2.893  -0.252
H 4.247 5.393 1.775  0.318
H 4.170 7.145 1.582  0.272
H 5.674 6.444 1.869  0.253
H 5.149 3.634 -2.974  0.296
H 3.977 4.572 -3.898  0.233
H 3.479 3.779 -2.495  -0.060
C 0.438 -5.572 3.338  -0.945
O 0.152 -4.343 2.700  -0.405
C 1.213 -3.582 2.424  0.567
O 2.354 -3.926 2.464  -0.536
O 0.726 -2.402 2.078  -0.138
C 1.717 -1.371 1.907  -0.695
H 0.986 -5.370 4.262  0.347
H 1.057 -6.234 2.732  0.268
H -0.410 -6.170 3.665  0.449
H 2.146 -1.102 2.876  0.285
H 1.347 -0.473 1.432  0.101
H 2.566 -1.883 1.451  0.397
C 2.043 -2.832 -2.803  -0.496
O 2.536 -3.719 -1.808  -0.126
C 3.652 -4.366 -2.028  0.668
O 4.434 -4.171 -2.919  -0.568
O 3.817 -5.291 -1.076  -0.252
C 5.052 -5.992 -1.170  -0.675
H 1.721 -3.419 -3.664  0.400
H 2.634 -1.958 -3.058  0.313
H 1.084 -2.476 -2.424  -0.058
H 5.097 -6.762 -0.403  0.216
H 5.868 -5.286 -1.023  0.297
H 5.129 -6.518 -2.121  0.293
C -4.098 -9.332 1.125  -0.656
O -3.181 -8.284 0.912  -0.332
C -3.295 -7.132 1.591  0.746
O -4.214 -6.851 2.325  -0.573
O -2.295 -6.355 1.236  -0.245
C -2.055 -5.118 1.873  -0.035
H -4.338 -9.410 2.189  0.315
H -3.590 -10.237 0.804  0.239
H -5.062 -9.252 0.622  0.278
H -2.986 -4.563 1.994  0.389
H -1.358 -4.561 1.255  -0.066
H -1.594 -5.238 2.855  0.108
C -0.718 -1.635 -0.176  -0.549
O -0.077 -0.565 -0.843  0.004
C -0.277 0.637 -0.308  0.361
O -0.964 0.866 0.647  -0.244
O 0.472 1.512 -0.966  -0.232
C 0.161 2.882 -0.784  -0.754
H -1.769 -1.748 -0.451  0.246
H -0.648 -1.622 0.910  0.236
H -0.284 -2.564 -0.546  0.210
H 0.276 3.145 0.267  0.339
H -0.808 3.216 -1.145  0.357
H 0.887 3.464 -1.350  0.092

---

Entry 2:
# C6H12NO4S3

An isolated ion of composition C6H12NO4S3 and charge -1 in a non-equilibrium geometry (ωB97M-V with the def2-TZVPD basis set, the OMol25 dataset).

Results
molar mass = 258.4 g mol⁻¹
HOMO level = -4.71 eV
largest force on an atom = 0.1268 hartree/bohr
SMILES = C[C@@H](CC(N)=O)[C@](C)(SS)S(=O)(=O)[O-]
relative energy (zero: lowest compared OMol25 entry of this formula, charge and spin) = 10.0 kcal/mol
net charge = -1
lowest unoccupied orbital energy = 3.074 eV

Each line ends with the Mulliken charge.
Atoms and positions in Å:
C -1.419 0.005 -1.581  -0.058
C -0.636 0.721 1.550  -1.445
C 1.341 1.038 -0.372  -1.246
C -1.257 -0.814 -0.357  -0.413
C -0.324 -0.457 0.756  0.708
C 1.103 -0.199 0.259  -0.642
N -0.581 -0.160 -2.613  -0.229
O 2.280 0.977 2.331  -0.712
O -2.413 0.687 -1.737  -0.669
O 3.604 -0.404 0.916  -0.697
O 1.994 -1.377 2.519  -0.725
S 1.475 -3.283 0.349  -0.339
S 1.786 -1.754 -0.898  0.040
S 2.358 -0.260 1.633  1.500
H -0.716 1.563 0.840  0.364
H -1.590 0.578 2.096  0.355
H 0.235 1.120 2.102  0.437
H 0.364 1.504 -0.849  0.279
H 2.075 1.048 -1.196  0.249
H 1.632 1.886 0.333  0.353
H -0.862 -1.899 -0.549  0.313
H -2.327 -0.796 0.116  0.306
H -0.316 -1.346 1.327  0.522
H 0.246 -0.629 -2.313  0.156
H -0.482 0.463 -3.397  0.238
H 1.725 -2.535 1.464  0.353

---

largest force on an atom of number 1 (C25H50Br4O21)?
0.0430 hartree/bohr